1.
54
Properties=species:S:1:pos:R:3:lowdin_charge:R:1 method="wB97M-V/def2-TZVPD" orbital_gap_ev=8.6213 fmax_ha_per_bohr=0.004 molar_mass_g_mol=410.488 charge=0 total_energy_ev=-46326.6452 homo_ev=-10.2
C 1.9743 2.8680 -3.1195 -0.119
C 1.0870 2.2950 -2.0222 -0.280
C 0.6240 0.8717 -2.3196 -0.221
C -0.2986 0.2996 -1.2349 -0.208
C 0.3856 -0.7372 -0.3495 -0.203
C -0.5198 -1.2329 0.7915 -0.186
C 0.1106 -1.2363 2.1854 -0.180
C 1.4628 -1.9153 2.2210 -0.224
O 1.8530 -2.1175 3.6095 -0.363
S 3.1918 -1.4480 4.1478 0.880
O 4.2413 -1.6579 3.1778 -0.407
O 2.7659 0.1317 3.9276 -0.265
H 2.7895 2.1809 -3.3579 0.072
H 1.4057 3.0290 -4.0380 0.071
H 2.4197 3.8208 -2.8297 0.066
H 1.6221 2.3069 -1.0661 0.110
H 0.2085 2.9351 -1.8852 0.098
H 0.1364 0.8569 -3.2983 0.112
H 1.5057 0.2290 -2.4191 0.112
H -0.6472 1.1080 -0.5860 0.084
H -1.1905 -0.1421 -1.6873 0.115
H 0.6972 -1.5735 -0.9782 0.086
H 1.3075 -0.2966 0.0451 0.113
H -1.4059 -0.5943 0.8283 0.102
H -0.8848 -2.2428 0.5754 0.106
H 0.2061 -0.2177 2.5698 0.115
H -0.5412 -1.7782 2.8754 0.119
H 1.4273 -2.9099 1.7723 0.130
H 2.2443 -1.3528 1.7140 0.100
H 2.7004 0.5524 4.7918 0.056
C 0.7751 -5.5567 -1.0959 0.022
C 0.9314 -4.4711 -1.8480 0.017
C -0.2370 -3.7664 -2.4350 -0.395
O -0.0947 -2.7596 -3.0943 0.099
C -1.5858 -4.3223 -2.1577 0.021
C -1.7422 -5.4091 -1.4076 0.021
C -0.5744 -6.1130 -0.8170 -0.387
O -0.7174 -7.1013 -0.1316 0.109
H 1.6066 -6.0880 -0.6503 0.123
H 1.9010 -4.0408 -2.0655 0.125
H -2.4175 -3.7852 -2.5961 0.123
H -2.7123 -5.8347 -1.1845 0.122
C -1.8769 5.1867 2.6269 0.021
C -1.9793 3.8810 2.3978 0.022
C -2.2800 3.3601 1.0404 -0.381
O -2.3639 2.1696 0.8273 0.093
C -2.4621 4.3491 -0.0520 0.020
C -2.3580 5.6549 0.1764 0.022
C -2.0585 6.1779 1.5345 -0.386
O -1.9647 7.3671 1.7441 0.109
H -1.6584 5.5972 3.6046 0.122
H -1.8507 3.1354 3.1722 0.121
H -2.6772 3.9377 -1.0302 0.123
H -2.4821 6.3992 -0.5998 0.123

***

2.
18
Properties=species:S:1:pos:R:3:lowdin_charge:R:1 method="wB97M-V/def2-TZVPD" orbital_gap_ev=9.3636 fmax_ha_per_bohr=0.091 molar_mass_g_mol=130.212 charge=0 total_energy_ev=-19263.8373 homo_ev=-8.7
C 1.1399 -0.7481 2.3034 -0.357
S -0.3818 0.2580 2.1558 0.839
C -0.9108 -0.3662 0.4753 -0.418
C -1.9368 0.3147 -0.3388 -0.365
O -3.0415 0.7202 -0.3884 0.162
C -0.5820 0.3420 -0.8597 -0.411
C -0.0228 -0.6913 -1.8600 -0.013
C 0.2998 1.5498 -0.6533 -0.041
H 1.4394 -0.5754 3.2753 0.009
H 1.8034 -0.4297 1.6438 -0.025
H 0.9954 -1.7263 2.0091 0.017
H -0.9229 -1.5002 0.6458 0.132
H 0.9344 -1.0399 -1.6304 0.062
H 0.0316 -0.0610 -2.7271 0.074
H -0.5366 -1.6269 -2.0927 0.094
H 1.3322 1.3186 -0.1659 0.127
H -0.0680 2.3705 -0.1556 0.053
H 0.4272 1.8911 -1.6366 0.062

***

3.
15
Properties=species:S:1:pos:R:3:lowdin_charge:R:1 method="wB97M-V/def2-TZVPD" orbital_gap_ev=10.7314 fmax_ha_per_bohr=0.010 molar_mass_g_mol=100.117 charge=0 total_energy_ev=-9408.8794 homo_ev=-9.8
O -0.1670 2.0469 0.4657 -0.040
C -0.2946 0.6650 0.7902 -0.314
C 1.0495 0.0358 1.0053 -0.048
C 1.2665 -0.9910 0.1866 -0.065
C 0.0638 -1.3212 -0.6589 -0.122
C -0.9316 -0.1755 -0.3752 -0.316
O -1.0896 0.6144 -1.5351 -0.032
H 0.6124 2.1197 -0.1084 0.107
H -0.9239 0.6539 1.6850 0.148
H 1.7561 0.4800 1.6994 0.112
H 2.1962 -1.5519 0.1374 0.105
H -0.3547 -2.2894 -0.3543 0.115
H 0.2861 -1.3646 -1.7322 0.119
H -1.9044 -0.5876 -0.0703 0.140
H -1.2000 1.5335 -1.2192 0.091

***

4.
9
Properties=species:S:1:pos:R:3:mulliken_spin:R:1 method="wB97M-V/def2-TZVPD" orbital_gap_ev="6.3537 / 6.2208" fmax_ha_per_bohr=0.084 molar_mass_g_mol=244.510 charge=0 multiplicity=3 total_energy_ev=-74961.6573 homo_ev="-7.1 / -9.6"
C 1.9377 -0.3608 0.0461 0.480
C -2.7791 -1.4404 0.0470 -0.001
Si 0.9377 1.9026 -0.2723 0.071
S 2.5127 -1.7684 0.4513 1.212
S -1.5225 -2.2343 -0.4397 0.000
S 1.6879 0.3826 -1.5180 0.080
S 1.4810 0.7034 1.4041 0.089
S -0.2399 3.4790 -0.3158 0.069
S -4.0155 -0.6636 0.5973 0.000

***

5.
13
Properties=species:S:1:pos:R:3:lowdin_charge:R:1 method="wB97M-V/def2-TZVPD" orbital_gap_ev=10.9955 fmax_ha_per_bohr=0.043 molar_mass_g_mol=103.096 charge=0 total_energy_ev=-10500.0780 homo_ev=-10.1
C -0.4278 2.0332 0.0241 -0.059
C 0.1263 0.6279 0.0237 -0.174
C 1.4488 0.5275 0.0160 -0.063
F 2.0863 -0.6986 -0.0570 -0.025
C -0.9270 -0.4925 -0.0054 -0.487
N -0.4272 -1.7359 0.0390 0.177
O -2.1321 -0.2443 -0.0410 0.045
H -0.8948 2.4892 0.8890 0.083
H -1.1409 2.0619 -0.8200 0.095
H 0.3791 2.7149 -0.2209 0.067
H 2.1705 1.3693 0.1225 0.138
H -1.0910 -2.5245 0.0554 0.138
H 0.5263 -1.8944 0.1923 0.066

***

6.
45
Properties=species:S:1:pos:R:3:lowdin_charge:R:1 method="wB97M-V/def2-TZVPD" orbital_gap_ev=8.3439 fmax_ha_per_bohr=0.019 molar_mass_g_mol=360.435 charge=0 total_energy_ev=-40995.9498 homo_ev=-7.9
C -0.5534 -3.8547 1.0190 -0.083
O 0.6601 -4.0326 0.3235 -0.083
C 1.5239 -2.9833 0.2715 -0.279
C 1.4759 -1.8680 1.1022 0.004
C 2.3886 -0.8404 0.9458 -0.035
C 3.3392 -0.8878 -0.0657 -0.335
N 4.1627 0.2162 -0.2981 -0.051
S 3.5596 1.7794 -0.1559 0.669
O 3.7279 2.2401 1.1891 -0.285
O 4.2037 2.5181 -1.2036 -0.294
C 1.7973 1.6243 -0.4568 -0.283
C 1.3029 0.8119 -1.4595 -0.042
C -0.0590 0.5968 -1.5358 0.026
C -0.9240 1.2090 -0.6301 -0.135
C -0.4272 2.1013 0.3255 -0.129
C 0.9473 2.2774 0.4093 -0.011
C -1.3292 2.8732 1.2504 -0.133
C -2.7699 2.3721 1.2058 -0.155
C -3.1321 2.0487 -0.2431 -0.138
N -2.3084 0.9405 -0.6870 0.000
C -2.7429 -0.3564 -0.7739 -0.469
C -4.2408 -0.5668 -0.8133 0.008
O -1.9720 -1.2917 -0.8295 0.062
C 3.4207 -2.0257 -0.8647 -0.026
C 2.5340 -3.0653 -0.6874 0.003
H -1.1389 -4.7508 0.8188 0.094
H -0.3932 -3.7665 2.0987 0.090
H -1.0894 -2.9769 0.6462 0.072
H 0.7279 -1.7861 1.8740 0.110
H 2.3630 0.0173 1.5992 0.112
H 4.7688 0.1345 -1.1004 0.116
H 1.9720 0.3402 -2.1603 0.126
H -0.4602 -0.0643 -2.2857 0.123
H 1.3770 2.9072 1.1728 0.125
H -0.9375 2.8232 2.2677 0.123
H -1.2998 3.9244 0.9467 0.128
H -3.4475 3.1245 1.6100 0.114
H -2.8712 1.4637 1.8033 0.122
H -4.1866 1.8033 -0.3383 0.108
H -2.9178 2.9128 -0.8807 0.140
H -4.4188 -1.6167 -1.0312 0.087
H -4.7025 0.0407 -1.5877 0.087
H -4.6924 -0.3335 0.1487 0.086
H 4.1771 -2.0859 -1.6341 0.114
H 2.5852 -3.9474 -1.3055 0.119

***

7.
36
Properties=species:S:1:pos:R:3:lowdin_charge:R:1 method="wB97M-V/def2-TZVPD" orbital_gap_ev=8.1034 fmax_ha_per_bohr=0.047 molar_mass_g_mol=341.666 charge=+1 total_energy_ev=-114958.1481 homo_ev=-11.3
C -2.4937 -3.1684 -1.2959 -0.076
C -1.4632 -3.8594 -0.3299 -0.260
O -0.3986 -4.5022 -1.0156 -0.242
C 0.2827 -3.6021 -1.8811 -0.385
Si 2.1920 -3.8444 -1.7414 0.153
Cl 2.7061 -4.9459 -0.0007 0.239
P 3.1740 -1.8620 -1.4351 0.392
O 2.8852 -0.8776 -2.7770 -0.423
Br 1.9453 -0.9760 0.2856 0.226
H -2.6499 -3.7541 -2.2125 0.084
H -3.4380 -2.9651 -0.7662 0.076
H -2.0591 -2.1858 -1.5588 0.057
H -0.9992 -3.0942 0.3302 0.108
H -2.0393 -4.5575 0.2945 0.121
H 0.0994 -2.5426 -1.6024 0.044
H -0.0539 -3.7475 -2.9285 0.099
H 2.7498 -4.5998 -2.8637 -0.041
H 3.1407 -0.0010 -2.4909 0.010
C -0.2633 4.3955 0.3867 -0.027
C -0.0397 2.8951 0.2658 -0.304
C -0.9029 2.0593 1.2129 -0.175
O -0.3948 2.1454 2.5342 -0.193
C -1.0366 3.1137 3.3729 -0.060
N 1.3862 2.5988 0.6258 0.212
H 0.1245 4.7978 1.3238 0.084
H 0.2390 4.9252 -0.4259 0.093
H -1.3245 4.6318 0.3274 0.103
H -0.1867 2.5811 -0.7681 0.158
H -0.8201 1.0072 0.9233 0.122
H -1.9581 2.3265 1.1495 0.139
H -2.0681 3.3012 3.0726 0.099
H -0.4726 4.0485 3.3655 0.082
H -1.0338 2.7279 4.3909 0.099
H 2.0552 3.2530 0.2208 0.175
H 1.6537 1.6436 0.3588 0.046
H 1.4621 2.6339 1.6527 0.167

***

8.
69
Properties=species:S:1:pos:R:3:mulliken_spin:R:1 method="wB97M-V/def2-TZVPD" orbital_gap_ev="6.4351 / 6.8108" fmax_ha_per_bohr=0.014 molar_mass_g_mol=746.455 charge=+1 multiplicity=3 total_energy_ev=-137718.1482 homo_ev="-10.1 / -10.6"
Mo 0.1177 -0.1459 0.2334 1.887
Br -5.3914 -5.1537 0.6698 0.001
C -3.8032 -4.1412 0.7024 0.016
C -2.5919 -4.7474 0.3491 -0.003
C -1.4112 -4.0373 0.3664 0.004
C -1.4303 -2.6819 0.7124 0.004
O -0.3016 -1.9907 0.7175 0.027
C -2.6403 -2.0790 1.0830 0.024
C -2.5915 -0.7739 1.6777 0.021
N -1.5856 0.0281 1.5999 -0.050
C -1.5096 1.1292 2.4993 0.004
C -2.5691 1.8133 3.0191 0.010
C -2.3506 2.8259 3.9792 -0.004
C -1.0899 3.1105 4.4129 0.006
C 0.0239 2.4197 3.8716 -0.013
C 1.3523 2.6542 4.2940 0.016
C 2.3676 1.9450 3.7268 -0.008
C 2.0675 1.0428 2.6880 0.034
N 0.8485 0.7982 2.2464 -0.016
C -0.1872 1.4515 2.8785 0.017
C -3.8295 -2.8233 1.0921 -0.012
H -2.5870 -5.7894 0.0604 0.000
H -0.4728 -4.5012 0.0975 0.000
H -3.4252 -0.4962 2.3203 -0.004
H -3.5777 1.6069 2.6896 0.000
H -3.1992 3.3663 4.3730 0.000
H -0.9197 3.8689 5.1645 0.000
H 1.5449 3.3897 5.0634 0.000
H 3.3971 2.0788 4.0239 0.000
H 2.8770 0.5291 2.1989 0.006
H -4.7557 -2.3583 1.4016 0.000
C 3.4472 -0.9215 0.3369 0.040
C 2.7803 -1.6842 -0.7522 -0.043
C 3.5127 -2.6876 -1.4256 -0.004
C 2.9021 -3.4422 -2.3748 0.003
C 1.5545 -3.1883 -2.7052 -0.009
C 0.8763 -3.9353 -3.6966 0.031
C -0.4172 -3.6318 -4.0102 -0.011
C -1.0667 -2.5658 -3.3644 0.040
C -0.4352 -1.8195 -2.3969 -0.007
S -1.2053 -0.4021 -1.7205 0.057
C 0.8931 -2.1432 -2.0326 0.026
N 1.5195 -1.4190 -1.0367 0.003
H 4.5033 -1.1726 0.4037 0.001
H 2.9827 -1.1900 1.2898 0.000
H 3.3484 0.1490 0.1542 -0.002
H 4.5440 -2.8513 -1.1520 0.001
H 3.4356 -4.2318 -2.8883 -0.001
H 1.4012 -4.7393 -4.1937 0.001
H -0.9445 -4.1972 -4.7648 0.000
H -2.0821 -2.3144 -3.6408 0.001
C 3.1118 4.1171 -3.2703 0.000
O 3.1477 2.7934 -2.7153 0.000
P 1.7334 2.0659 -2.3883 -0.008
O 2.1160 0.5526 -2.7806 -0.002
C 2.1820 0.2168 -4.1688 0.000
O 1.9435 1.7675 -0.7369 -0.063
C 2.0202 3.0234 -0.0284 0.014
H 3.8097 4.7370 -2.7111 0.000
H 2.1111 4.5474 -3.2045 0.000
H 3.4172 4.0763 -4.3144 0.000
H 2.7101 -0.7316 -4.2379 0.000
H 2.7336 0.9722 -4.7296 0.000
H 1.1757 0.1037 -4.5766 0.000
H 2.2114 2.8016 1.0167 -0.005
H 1.0834 3.5740 -0.1189 -0.001
H 2.8525 3.6101 -0.4169 0.003
N -1.2101 2.8106 -0.2249 0.047
C -0.7551 1.7591 -0.0935 -0.081

***

9.
10
Properties=species:S:1:pos:R:3:lowdin_charge:R:1 method="wB97M-V/def2-TZVPD" orbital_gap_ev=8.7686 fmax_ha_per_bohr=0.017 molar_mass_g_mol=111.191 charge=0 total_energy_ev=-26326.0656 homo_ev=-8.4
N 0.9494 0.5205 2.4564 0.128
C 1.6066 0.0284 1.3670 -0.445
O 2.0971 0.6951 0.4907 -0.008
H 0.9386 1.5251 2.5871 0.113
H 0.9615 -0.0824 3.2455 0.083
H 1.7190 -1.0648 1.3634 0.130
S -0.8075 0.6189 -1.5223 0.265
S -1.3179 -1.2199 -0.6286 0.215
H 0.2015 0.8163 -0.6888 -0.266
H -2.5787 -1.1857 -1.0860 -0.215

***

10.
104
Properties=species:S:1:pos:R:3:lowdin_charge:R:1 method="wB97M-V/def2-TZVPD" orbital_gap_ev=9.3529 fmax_ha_per_bohr=0.082 molar_mass_g_mol=648.908 charge=0 total_energy_ev=-66288.7194 homo_ev=-8.9
C 0.5210 4.2010 1.7538 -0.119
C 1.6655 3.2652 1.1760 -0.239
C 2.5551 2.8203 2.4379 -0.193
C 1.8119 1.5556 3.0658 -0.184
C 2.6024 0.2445 2.6448 -0.215
N 2.2915 -0.2138 1.2425 -0.022
C 1.8678 -1.6246 1.3681 -0.189
C 1.4500 -2.2793 -0.0279 -0.260
C 2.8343 -2.5849 -0.7869 -0.123
C 3.0436 -1.7705 -2.1106 -0.207
C 3.1720 -0.2091 -1.9291 -0.242
C 3.7906 0.3539 -3.3055 -0.439
S 5.1271 1.5782 -2.8908 0.906
C 4.2775 3.1684 -2.7570 -0.621
N 4.0684 3.7865 -3.9436 0.019
N 3.4370 4.9456 -3.6109 0.010
C 3.2737 4.9912 -2.2862 -0.129
O 3.8040 3.8491 -1.6733 0.001
O 0.5612 -1.4636 -0.7828 -0.006
C -0.7755 -1.9276 -0.8044 -0.481
O -0.9783 -3.2258 -1.3031 -0.057
C -0.4835 -3.4257 -2.6345 -0.109
C -0.1702 -4.9667 -2.7870 -0.347
C 1.2980 -5.3635 -2.4005 -0.048
O -0.3625 -5.3679 -4.1702 -0.069
O -1.4935 -0.9195 -1.5116 -0.038
C -2.8344 -1.3200 -1.8067 -0.154
C -3.8333 -0.1045 -1.9638 -0.296
C -4.7745 0.0804 -0.6925 -0.075
C -3.1440 1.2337 -2.4285 -0.361
C -2.2412 1.0498 -3.7372 -0.074
C -2.3974 2.0238 -1.2674 -0.070
C -1.3080 -1.8343 0.7046 -0.183
C -1.5859 -3.1028 1.3502 0.013
C -2.0341 -3.0249 2.7662 -0.020
C -2.1150 -1.6432 3.2523 -0.056
C -1.8275 -0.4585 2.4587 -0.105
N -1.4217 -0.5735 1.1668 0.140
H 0.0554 3.6321 2.6089 0.065
H 0.9959 5.1211 2.1771 0.069
H -0.2245 4.3971 0.9455 0.065
H 2.2723 3.7404 0.3682 0.074
H 1.1883 2.3058 0.8222 0.096
H 2.6512 3.6703 3.1694 0.103
H 3.5964 2.5528 2.1183 0.077
H 1.9352 1.6501 4.1878 0.105
H 0.7147 1.5278 2.8563 0.090
H 3.7176 0.4781 2.7299 0.105
H 2.3749 -0.5480 3.4108 0.106
H 3.2286 -0.2697 0.8215 0.078
H 1.0204 -1.6939 2.1095 0.112
H 2.6836 -2.2905 1.7820 0.125
H 1.0434 -3.2909 0.2521 0.142
H 2.9304 -3.6983 -0.9246 0.091
H 3.6951 -2.3115 -0.1073 0.110
H 2.2848 -1.9541 -2.9120 0.100
H 4.0328 -2.1144 -2.5427 0.113
H 3.9096 0.0950 -1.1426 0.074
H 2.1639 0.2558 -1.8099 0.114
H 4.3211 -0.4687 -3.8667 0.074
H 3.0124 0.7688 -3.9901 0.089
H 2.7990 5.8013 -1.7019 0.137
H 0.3562 -2.7568 -2.9426 0.128
H -1.3246 -3.2283 -3.3668 0.132
H -0.8943 -5.5771 -2.1774 0.155
H 1.3564 -5.4180 -1.2730 0.081
H 1.6129 -6.3643 -2.7933 0.088
H 2.0177 -4.5508 -2.6948 0.069
H -0.0004 -4.6545 -4.7259 0.092
H -2.8107 -1.8264 -2.8201 0.113
H -3.2873 -2.0661 -1.1056 0.138
H -4.5289 -0.3989 -2.8058 0.135
H -4.2548 -0.2708 0.2332 0.072
H -5.6677 -0.5809 -0.8833 0.078
H -5.1693 1.1221 -0.6359 0.073
H -3.9865 1.9093 -2.7651 0.122
H -1.1646 1.1267 -3.4457 0.066
H -2.4850 1.8540 -4.4864 0.073
H -2.4769 0.0755 -4.2554 0.074
H -1.3605 2.3003 -1.5806 0.071
H -2.9998 2.9478 -1.0317 0.074
H -2.4246 1.3960 -0.3406 0.055
H -1.4572 -4.1075 0.8940 0.113
H -2.2511 -3.9151 3.3899 0.097
H -2.4136 -1.4881 4.3181 0.078
H -1.9228 0.5384 2.9528 0.099
C 6.5528 2.3075 1.4962 -0.146
O 5.9509 1.5014 2.5043 -0.143
H 5.8381 3.0681 1.1852 0.071
H 7.4471 2.7938 1.8938 0.077
H 6.8193 1.6896 0.6350 0.075
H 6.6018 0.8394 2.7623 0.079
C -3.3471 0.6490 6.1515 -0.144
O -2.2580 0.7848 5.2455 -0.153
H -3.8735 -0.2776 5.9271 0.074
H -2.9747 0.6123 7.1782 0.079
H -4.0344 1.4906 6.0363 0.079
H -1.8079 1.6092 5.4619 0.085
C -8.4865 1.5008 0.6003 -0.152
O -7.2733 0.7883 0.8063 -0.141
H -8.4745 1.9256 -0.4022 0.080
H -9.3382 0.8219 0.6937 0.075
H -8.5740 2.3078 1.3325 0.075
H -7.3050 0.4218 1.6968 0.080

***

11.
12
Properties=species:S:1:pos:R:3:lowdin_charge:R:1 method="wB97M-V/def2-TZVPD" orbital_gap_ev="8.6546 / 8.4566" fmax_ha_per_bohr=0.119 molar_mass_g_mol=106.146 charge=0 total_energy_ev=-18134.0172 homo_ev="-9.7 / -9.5"
C 0.5578 1.5300 -0.5794 0.002
C -0.7081 -0.3939 -0.1810 -0.214
C -0.5570 -0.8789 1.1521 -0.146
O 0.7132 -0.3293 -2.5265 -0.322
O 1.7919 -0.8136 -0.3328 -0.308
S 0.7563 -0.1902 -1.0657 0.540
H -0.1594 2.0373 -1.0421 -0.020
H 0.7312 1.8023 0.5005 0.078
H -1.6623 0.0126 -0.4664 0.101
H -1.4770 -1.1725 1.5419 0.059
H -0.2991 0.0016 1.8491 0.122
H 0.3125 -1.6054 1.1504 0.107

***

12.
19
Properties=species:S:1:pos:R:3:lowdin_charge:R:1 method="wB97M-V/def2-TZVPD" orbital_gap_ev=8.8065 fmax_ha_per_bohr=0.096 molar_mass_g_mol=175.927 charge=0 total_energy_ev=-18589.7240 homo_ev=-9.5
B 2.4270 0.2350 0.2969 -0.883
C -1.5412 -0.0640 1.2216 -0.002
C -0.7166 -1.0084 0.4188 -0.037
C -1.6670 1.1957 0.7098 0.025
C -0.1210 -0.7484 -0.6994 -0.048
C -1.0417 1.5964 -0.6007 -0.252
C 0.0116 0.6052 -1.0687 -0.187
O 2.6542 -1.0619 -0.2384 0.106
O 3.0207 0.4668 1.5328 0.187
O 1.5568 1.1333 -0.1327 0.163
F -0.4637 2.7894 -0.3596 0.053
F 0.3288 0.8544 -2.3702 0.106
H -1.7505 -0.3632 2.2080 0.092
H -0.6864 -2.0015 0.8205 0.116
H -2.1608 1.8798 1.2540 0.077
H 0.3647 -1.4687 -1.3263 0.138
H -1.9487 1.7208 -1.2943 0.196
H 3.5855 -1.2840 0.0413 0.121
H 3.3672 -0.2952 1.8564 0.029